Record 1
{"formula": "C21H32NO14P", "method": "ωB97M-V/def2-TZVPD", "elements": ["O", "C", "N", "C", "O", "C", "C", "C", "C", "P", "O", "O", "O", "C", "C", "C", "H", "H", "H", "H", "H", "H", "H", "H", "C", "C", "O", "C", "O", "O", "C", "H", "H", "H", "H", "H", "H", "H", "H", "C", "C", "O", "C", "O", "O", "C", "H", "H", "H", "H", "H", "H", "H", "H", "C", "C", "O", "C", "O", "O", "C", "H", "H", "H", "H", "H", "H", "H", "H"], "xyz": [[4.2436, 0.8947, 1.0504], [4.4269, -0.0637, 0.3420], [4.5652, -0.0383, -1.0529], [4.2239, -1.2484, -1.6585], [3.8632, -1.4264, -2.8012], [4.4629, -2.2429, -0.5365], [4.5591, -3.5883, -0.5506], [4.8251, -4.2830, 0.6200], [4.9668, -5.7859, 0.5105], [4.2454, -6.7433, 1.9075], [3.8252, -5.9658, 3.0608], [3.0618, -7.6676, 1.3139], [5.4064, -7.7985, 2.3489], [4.9734, -3.5574, 1.7730], [4.8414, -2.1865, 1.8180], [4.5928, -1.5378, 0.6548], [4.3752, 0.8221, -1.5503], [4.4573, -4.1157, -1.4954], [6.0134, -6.0679, 0.3508], [4.4300, -6.0885, -0.3963], [3.2765, -7.8636, 0.3924], [6.0915, -7.7763, 1.6701], [5.1937, -4.0652, 2.7045], [4.9384, -1.6381, 2.7460], [-0.8002, 6.2500, 1.3903], [-1.3733, 4.8502, 1.3225], [-0.8076, 4.1084, 0.2326], [0.3994, 3.5898, 0.4585], [1.0328, 3.6773, 1.4754], [0.7878, 2.9623, -0.6543], [2.0979, 2.4002, -0.5842], [-0.9099, 6.7542, 0.4290], [-1.3079, 6.8349, 2.1574], [0.2643, 6.2259, 1.6237], [-2.4444, 4.8975, 1.1311], [-1.2341, 4.3148, 2.2616], [2.2072, 1.7631, 0.2877], [2.8464, 3.1919, -0.5717], [2.2354, 1.7975, -1.4812], [-0.7213, 0.4732, -1.3607], [0.0191, -0.8387, -1.5163], [-0.0238, -1.6056, -0.3049], [-1.1535, -2.2809, -0.0966], [-2.1092, -2.3125, -0.8266], [-1.0465, -2.9070, 1.0764], [-2.2191, -3.6225, 1.4666], [-0.3543, 1.0193, -0.4990], [-0.6007, 1.0925, -2.2490], [-1.7866, 0.3026, -1.2004], [1.0736, -0.6481, -1.7179], [-0.3678, -1.4215, -2.3523], [-2.5444, -4.3026, 0.6819], [-3.0170, -2.9250, 1.7190], [-1.9615, -4.2004, 2.3501], [-5.9592, 1.1297, -0.5898], [-7.0641, 2.0529, -0.1227], [-6.6327, 3.4212, -0.1203], [-6.6450, 4.0267, -1.3067], [-6.9923, 3.5399, -2.3496], [-6.1906, 5.2706, -1.1392], [-6.0858, 6.0204, -2.3505], [-5.0523, 1.2899, -0.0046], [-6.2629, 0.0872, -0.4935], [-5.7055, 1.3180, -1.6329], [-7.3316, 1.8184, 0.9066], [-7.9647, 1.9359, -0.7253], [-7.0237, 6.0101, -2.9019], [-5.2789, 5.6258, -2.9668], [-5.8508, 7.0446, -2.0732]], "charge": 0, "max_force_ha_per_bohr": 0.032, "lumo_energy_ev": -0.470, "total_energy_ha": -2269.04034, "orbital_gap_ha": 0.3566, "smiles": "O=C1NC(=O)c2cc(CP(=O)(O)O)ccc21.CCOC(=O)OC.CCOC(=O)OC.CCOC(=O)OC"}


Record 2
{"formula": "C21H33BNO", "method": "ωB97M-V/def2-TZVPD", "elements": ["C", "O", "C", "C", "C", "C", "C", "C", "C", "C", "C", "C", "C", "C", "C", "C", "H", "H", "H", "H", "H", "H", "H", "H", "H", "H", "H", "H", "H", "H", "H", "C", "C", "N", "C", "C", "C", "C", "B", "H", "H", "H", "H", "H", "H", "H", "H", "H", "H", "H", "H", "H", "H", "H", "H", "H", "H"], "xyz": [[5.4400, -4.0512, 2.2667], [5.0884, -2.6504, 2.2769], [3.8077, -2.3031, 2.0015], [3.5081, -0.9144, 2.0146], [2.2395, -0.4877, 1.7212], [1.1808, -1.3939, 1.4070], [-0.1285, -0.8941, 1.1770], [-1.3259, -1.6307, 1.3729], [-2.5544, -1.1487, 0.8348], [-3.7319, -1.8521, 0.9820], [-3.7571, -3.0659, 1.6852], [-5.0335, -3.8307, 1.8065], [-2.5786, -3.5356, 2.2812], [-1.3954, -2.8288, 2.1534], [1.5210, -2.7832, 1.3619], [2.7898, -3.2367, 1.6700], [6.5260, -4.0530, 2.3781], [4.9646, -4.5747, 3.1105], [5.1513, -4.5400, 1.3225], [4.3034, -0.2197, 2.2725], [2.0054, 0.5764, 1.7501], [-0.2334, 0.1705, 0.9740], [-2.5321, -0.2017, 0.2847], [-4.6678, -1.4681, 0.5700], [-4.8684, -4.7870, 2.3083], [-5.7831, -3.2724, 2.3765], [-5.4669, -4.0176, 0.8175], [-2.5991, -4.4566, 2.8613], [-0.4990, -3.1817, 2.6595], [0.7648, -3.5200, 1.1007], [2.9960, -4.3088, 1.6878], [0.5782, 3.0444, -4.4410], [-0.3776, 3.6067, -3.4115], [-0.2209, 2.9590, -2.0367], [1.2067, 3.2691, -1.6065], [1.5269, 2.7328, -0.2322], [-1.1344, 3.7326, -1.0959], [-2.5804, 3.7275, -1.5515], [-0.5438, 1.3415, -2.0543], [-0.6046, 0.8495, -0.8771], [0.3023, 3.4640, -5.4153], [1.6153, 3.3383, -4.2434], [0.5138, 1.9543, -4.5170], [-0.1806, 4.6778, -3.2471], [-1.4166, 3.4888, -3.7251], [1.8838, 2.8587, -2.3619], [1.2868, 4.3653, -1.6365], [2.5856, 2.9292, -0.0262], [0.9326, 3.2265, 0.5461], [1.3767, 1.6493, -0.1821], [-1.0223, 3.3179, -0.0892], [-0.7410, 4.7611, -1.0826], [-3.1948, 4.0813, -0.7139], [-2.7340, 4.4192, -2.3886], [-2.9302, 2.7293, -1.8290], [-1.6261, 1.1687, -2.6209], [0.3667, 0.7685, -2.6475]], "charge": 1, "max_force_ha_per_bohr": 0.029, "lumo_energy_ev": -5.015, "total_energy_ha": -974.55750, "orbital_gap_ha": 0.2505}


Record 3
{"formula": "C21H33Cl22NNb", "method": "ωB97M-V/def2-TZVPD", "elements": ["C", "C", "C", "Nb", "C", "Cl", "C", "C", "Cl", "C", "C", "C", "N", "C", "C", "H", "H", "H", "H", "H", "H", "H", "H", "H", "H", "H", "H", "H", "C", "Cl", "Cl", "H", "H", "C", "Cl", "Cl", "H", "H", "C", "Cl", "Cl", "H", "H", "C", "Cl", "Cl", "H", "H", "C", "Cl", "Cl", "H", "H", "C", "Cl", "Cl", "H", "H", "C", "Cl", "Cl", "H", "H", "C", "Cl", "Cl", "H", "H", "C", "Cl", "Cl", "H", "H", "C", "Cl", "Cl", "H", "H"], "xyz": [[-5.2589, 0.3642, -4.1252], [-4.7380, -0.9393, -4.1990], [-4.2209, -2.5208, -4.0274], [-3.1807, -2.7944, -1.9673], [-3.8883, -4.9497, -1.7700], [-4.7474, -5.8212, -3.2116], [-3.6994, -5.7806, -0.5492], [-2.9476, -5.2401, 0.8029], [-4.3063, -7.5508, -0.5433], [-1.2709, -3.6197, -2.9671], [0.2685, -3.2693, -2.4519], [1.4923, -3.9953, -3.2637], [1.4005, -4.9552, -4.4154], [0.0006, -5.2317, -4.8851], [-1.4048, -4.6568, -4.2708], [-5.5052, 1.5140, -4.1357], [-5.1880, -3.1729, -4.1330], [-3.4539, -2.6779, -4.9240], [-2.4244, -2.7467, -0.3262], [-4.7064, -2.1030, -1.2244], [-2.5524, -1.0754, -2.2036], [-3.7220, -4.6645, 1.4888], [-2.6442, -6.2132, 1.4244], [-1.9491, -4.6562, 0.6202], [0.4509, -2.5446, -1.5487], [2.5934, -3.7244, -2.8885], [-0.1066, -5.9695, -5.8183], [-2.4281, -4.9809, -4.7464], [5.8182, -3.9958, -2.4674], [4.6244, -3.8253, -1.1748], [5.3107, -3.1265, -3.9206], [6.7733, -3.5899, -2.1254], [5.9327, -5.0554, -2.7084], [-1.8036, 1.4392, -0.3339], [-2.5876, 1.0585, -1.8719], [-2.3342, 0.3353, 0.9409], [-0.7212, 1.3494, -0.4544], [-2.0594, 2.4623, -0.0478], [4.8281, -3.3603, 2.7431], [6.0813, -4.4056, 3.4227], [4.9640, -1.7134, 3.3712], [4.9357, -3.3364, 1.6559], [3.8472, -3.7623, 3.0080], [-2.0527, 5.5602, 1.3298], [-3.0515, 4.7593, 2.5489], [-0.7684, 4.4894, 0.7562], [-2.6833, 5.8443, 0.4838], [-1.6016, 6.4529, 1.7699], [6.8424, 1.6767, 4.3746], [5.1531, 1.7862, 4.8843], [7.9357, 1.8796, 5.7489], [7.0153, 0.6962, 3.9242], [7.0441, 2.4607, 3.6407], [1.0958, 5.8893, 3.7147], [0.8626, 7.0170, 2.3734], [0.2179, 6.4222, 5.1536], [0.7286, 4.9036, 3.4187], [2.1614, 5.8310, 3.9493], [0.8976, 10.2676, 0.4466], [-0.5265, 11.2851, 0.1978], [2.3649, 11.2460, 0.5683], [0.7715, 9.6990, 1.3712], [0.9965, 9.5814, -0.3979], [-8.2822, -2.8035, -1.3783], [-7.4881, -1.5458, -2.3338], [-7.7437, -2.7587, 0.3049], [-9.3630, -2.6455, -1.4104], [-8.0392, -3.7802, -1.8038], [10.3461, -4.1878, 3.9223], [9.5324, -2.6434, 3.6436], [9.1875, -5.5230, 3.9401], [11.0717, -4.3571, 3.1230], [10.8604, -4.1502, 4.8857], [-3.8365, 10.1155, 1.3016], [-2.5575, 8.9005, 1.1874], [-4.5103, 10.1781, 2.9348], [-3.4208, 11.0944, 1.0505], [-4.6327, 9.8612, 0.5977]], "charge": -1, "max_force_ha_per_bohr": 0.173, "lumo_energy_ev": 1.310, "total_energy_ha": -11055.24307, "de_lowest_ev": 10.930, "orbital_gap_ha": 0.2385}